Entry 1:
The following is a DFT calculation (ωB97M-V with the def2-TZVPD basis set) of C29H33N7OPt as an isolated structure at a distorted geometry.

Element x y z (Å)
Pt (-0.358, 0.322, -0.134)
C (-3.432, 1.207, 0.453)
N (-2.463, 1.479, -0.615)
C (-2.162, 2.891, -0.870)
C (-0.953, 3.319, -0.101)
N (0.009, 2.489, 0.208)
C (0.975, 3.226, 0.874)
C (2.182, 2.840, 1.448)
C (2.957, 3.826, 2.022)
C (2.549, 5.168, 2.027)
C (1.343, 5.562, 1.484)
C (0.557, 4.565, 0.921)
N (-0.681, 4.578, 0.298)
C (-2.867, 0.253, 1.455)
N (-1.573, 0.144, 1.670)
C (-1.414, -0.743, 2.729)
C (-0.273, -1.157, 3.411)
C (-0.444, -2.060, 4.440)
C (-1.714, -2.535, 4.795)
C (-2.856, -2.101, 4.153)
C (-2.684, -1.187, 3.122)
N (-3.577, -0.524, 2.292)
H (-4.371, 0.823, 0.051)
H (-3.659, 2.138, 0.978)
H (-2.711, 1.004, -1.473)
H (-3.010, 3.537, -0.628)
H (-1.948, 3.014, -1.935)
H (2.478, 1.800, 1.441)
H (3.904, 3.568, 2.475)
H (3.199, 5.912, 2.466)
H (1.032, 6.598, 1.491)
H (-1.272, 5.385, 0.180)
H (0.697, -0.756, 3.155)
H (0.419, -2.411, 4.990)
H (-1.804, -3.246, 5.605)
H (-3.835, -2.448, 4.454)
H (-4.578, -0.641, 2.301)
C (0.434, -2.580, -4.317)
C (0.836, -2.541, -2.846)
C (1.195, -3.926, -2.347)
O (-0.254, -2.059, -2.035)
H (1.243, -3.029, -4.891)
H (0.250, -1.579, -4.707)
H (-0.464, -3.185, -4.446)
H (1.692, -1.867, -2.733)
H (0.390, -4.626, -2.573)
H (1.369, -3.924, -1.273)
H (2.097, -4.264, -2.855)
C (-1.256, 1.046, -4.218)
C (0.002, 1.106, -3.627)
C (0.333, 0.263, -2.584)
C (-0.609, -0.723, -2.088)
C (-1.971, -0.629, -2.631)
C (-2.221, 0.148, -3.723)
H (-1.492, 1.702, -5.043)
H (0.722, 1.822, -4.000)
H (1.342, 0.259, -2.188)
H (-2.691, -1.348, -2.260)
H (-3.199, 0.104, -4.189)
C (4.545, -2.364, 0.981)
N (3.121, -2.111, 0.820)
C (2.114, -3.018, 1.030)
C (0.946, -2.366, 0.776)
N (1.237, -1.073, 0.427)
C (2.555, -0.954, 0.455)
H (4.701, -3.020, 1.834)
H (5.067, -1.426, 1.151)
H (4.953, -2.840, 0.091)
H (2.302, -4.034, 1.331)
H (-0.062, -2.736, 0.834)
H (3.111, -0.064, 0.210)

## Properties
E_HOMO (spin up / spin down) (eV): -13.60 / -13.56
Energy above the lowest of the compared OMol25 structures with the same formula, charge and spin (kcal/mol): 67.6
Net charge: +2
LUMO (spin up / spin down) (eV): -6.99 / -6.86

***

Entry 2:
The following is a DFT calculation (ωB97M-V with the def2-TZVPD basis set) of a 14-piece molecular cluster, C29H34Br2Cl39F9NO overall.

Element x y z (Å)
C (0.107, 1.788, 1.274)
C (0.394, 1.542, -0.225)
Br (2.156, 0.780, -0.500)
C (-0.776, 0.914, -1.000)
Br (-0.666, 1.659, -2.835)
C (-1.071, -0.643, -0.992)
C (-2.640, -0.643, -1.107)
F (-3.090, 0.035, 0.014)
F (-3.071, 0.069, -2.200)
C (-3.549, -1.916, -1.120)
F (-4.820, -1.393, -1.000)
F (-3.350, -2.686, -0.031)
C (-3.618, -2.820, -2.395)
F (-2.923, -3.960, -2.138)
F (-3.104, -2.204, -3.482)
C (-5.065, -3.273, -2.761)
F (-5.797, -2.248, -3.237)
F (-5.690, -3.843, -1.719)
F (-4.947, -4.189, -3.748)
C (-0.343, -1.304, -2.179)
C (0.160, -2.767, -2.092)
C (-0.271, -3.600, -3.325)
C (1.707, -2.745, -2.119)
N (-0.278, -3.458, -0.859)
O (0.011, -4.696, -0.801)
C (-0.214, -2.743, 0.436)
C (1.205, -2.763, 1.023)
C (-1.069, -3.576, 1.430)
C (-0.758, -1.286, 0.382)
H (0.725, 1.135, 1.894)
H (-0.938, 1.596, 1.517)
H (0.391, 2.807, 1.534)
H (0.506, 2.528, -0.675)
H (-1.643, 1.446, -0.617)
H (-0.981, -1.178, -3.054)
H (0.546, -0.716, -2.404)
H (0.607, -3.951, -3.872)
H (-0.863, -3.018, -4.027)
H (-0.804, -4.500, -3.023)
H (2.134, -2.047, -1.407)
H (2.093, -3.753, -1.997)
H (2.007, -2.395, -3.112)
H (1.862, -2.010, 0.603)
H (1.132, -2.644, 2.104)
H (1.648, -3.741, 0.833)
H (-0.446, -4.317, 1.933)
H (-1.846, -4.136, 0.912)
H (-1.504, -2.934, 2.196)
H (-1.660, -1.280, 0.988)
H (-0.048, -0.686, 0.944)
C (-5.522, -0.821, 2.270)
Cl (-5.952, -2.489, 2.634)
Cl (-6.753, 0.298, 2.857)
Cl (-3.942, -0.419, 2.949)
H (-5.455, -0.718, 1.196)
C (-3.128, 2.900, 5.052)
Cl (-1.459, 2.402, 4.778)
Cl (-3.388, 3.318, 6.748)
Cl (-3.560, 4.250, 4.002)
H (-3.774, 2.067, 4.808)
C (-7.231, -0.034, -5.821)
Cl (-8.655, 0.248, -4.824)
Cl (-7.580, -1.196, -7.107)
Cl (-6.616, 1.474, -6.494)
H (-6.461, -0.459, -5.191)
C (5.345, -0.552, 2.144)
Cl (3.941, -0.330, 3.195)
Cl (5.146, -1.958, 1.085)
Cl (5.665, 0.905, 1.207)
H (6.202, -0.736, 2.776)
C (1.934, 3.629, 7.449)
Cl (2.493, 3.450, 5.781)
Cl (0.185, 3.782, 7.514)
Cl (2.490, 2.281, 8.443)
H (2.366, 4.537, 7.848)
C (9.639, 0.202, 1.247)
Cl (9.021, 1.607, 0.376)
Cl (10.180, 0.657, 2.860)
Cl (8.429, -1.082, 1.338)
H (10.490, -0.181, 0.702)
C (13.793, -1.610, 2.389)
Cl (12.279, -2.090, 1.615)
Cl (15.085, -2.738, 1.992)
Cl (14.225, 0.039, 1.940)
H (13.638, -1.637, 3.459)
C (-0.752, 6.497, 10.553)
Cl (0.946, 6.074, 10.298)
Cl (-1.783, 5.921, 9.248)
Cl (-1.312, 5.890, 12.111)
H (-0.819, 7.575, 10.572)
C (-4.201, 9.273, 8.768)
Cl (-5.474, 8.694, 9.837)
Cl (-2.673, 9.434, 9.645)
Cl (-4.021, 8.221, 7.367)
H (-4.479, 10.256, 8.414)
C (3.761, 3.170, -3.599)
Cl (2.117, 3.449, -3.026)
Cl (4.951, 3.747, -2.430)
Cl (4.009, 1.458, -3.952)
H (3.897, 3.723, -4.518)
C (-6.857, 0.293, -10.660)
Cl (-8.418, 0.332, -11.473)
Cl (-5.858, -1.025, -11.276)
Cl (-6.021, 1.840, -10.826)
H (-7.030, 0.119, -9.606)
C (5.405, -6.206, -0.074)
Cl (3.658, -5.995, -0.047)
Cl (6.240, -4.656, -0.260)
Cl (5.962, -7.037, 1.379)
H (5.656, -6.822, -0.926)
C (-2.435, 0.526, -10.558)
Cl (-2.273, 0.183, -8.835)
Cl (-1.786, 2.120, -10.944)
Cl (-1.652, -0.724, -11.525)
H (-3.490, 0.525, -10.799)

## Properties
E_HOMO (spin up / spin down) (eV): -8.29 / -9.72
2S+1: 2
Net charge: 0
LUMO (spin up / spin down) (eV): 0.20 / 0.19
⟨S²⟩: 0.754

***

Entry 3:
The following is a DFT calculation (ωB97M-V with the def2-TZVPD basis set) of C29H34CsN3O8 as an isolated structure.

Element x y z (Å)
Cs (1.457, 0.028, 0.563)
O (0.088, 2.998, 2.493)
C (1.085, 3.031, 1.734)
O (2.077, 2.275, 1.774)
C (1.107, 4.159, 0.650)
C (-0.317, 4.423, 0.159)
C (-0.409, 5.695, -0.712)
C (0.156, 5.191, -2.063)
C (0.608, 3.779, -1.661)
O (-0.484, 3.379, -0.812)
C (1.828, 3.902, -0.716)
C (2.848, 2.735, -0.870)
O (2.361, 1.644, -1.259)
O (4.048, 3.021, -0.696)
H (1.528, 5.032, 1.158)
H (-1.057, 4.329, 0.948)
H (0.167, 6.520, -0.287)
H (-1.447, 6.024, -0.809)
H (0.980, 5.798, -2.440)
H (-0.623, 5.146, -2.829)
H (0.738, 3.053, -2.458)
H (2.402, 4.789, -0.999)
C (-1.708, 0.469, -1.095)
N (-2.175, 1.187, -2.270)
C (-3.392, 1.944, -2.101)
C (-3.536, 2.985, -3.191)
C (-3.361, 2.293, -4.531)
N (-2.066, 1.656, -4.568)
C (-1.513, 1.350, -5.863)
C (-1.549, 0.979, -3.463)
O (-0.552, 0.281, -3.551)
H (-1.479, 1.176, -0.297)
H (-0.802, -0.067, -1.350)
H (-2.465, -0.249, -0.761)
H (-3.360, 2.413, -1.116)
H (-4.269, 1.277, -2.109)
H (-2.760, 3.744, -3.074)
H (-4.512, 3.470, -3.128)
H (-3.412, 3.007, -5.357)
H (-4.176, 1.566, -4.686)
H (-1.412, 2.265, -6.453)
H (-2.144, 0.647, -6.426)
H (-0.535, 0.899, -5.723)
C (0.132, -0.854, 4.353)
C (1.327, -1.696, 4.003)
C (2.573, -1.101, 3.862)
C (3.674, -1.851, 3.469)
C (3.517, -3.181, 3.139)
C (2.263, -3.778, 3.235)
N (2.092, -5.111, 2.791)
C (1.183, -5.497, 1.783)
C (0.952, -6.873, 1.647)
C (0.044, -7.365, 0.728)
C (-0.699, -6.479, -0.046)
C (-0.480, -5.118, 0.097)
C (0.484, -4.605, 0.963)
C (0.776, -3.097, 0.886)
O (1.971, -2.819, 0.646)
O (-0.210, -2.345, 1.091)
C (1.172, -3.069, 3.747)
C (-0.159, -3.735, 3.959)
H (0.414, 0.187, 4.502)
H (-0.376, -1.214, 5.252)
H (-0.592, -0.884, 3.533)
H (2.670, -0.033, 4.022)
H (4.636, -1.370, 3.339)
H (4.335, -3.744, 2.703)
H (2.929, -5.668, 2.809)
H (1.493, -7.553, 2.298)
H (-0.104, -8.435, 0.638)
H (-1.437, -6.844, -0.751)
H (-1.038, -4.401, -0.495)
H (-0.033, -4.810, 4.091)
H (-0.822, -3.567, 3.106)
H (-0.650, -3.334, 4.848)

## Properties
E_HOMO (eV): -2.19
Energy above the lowest of the compared OMol25 structures with the same formula, charge and spin (kcal/mol): 32.3
Net charge: -2
LUMO (eV): 4.02

***

Entry 4:
The following is a DFT calculation (ωB97M-V with the def2-TZVPD basis set) of C29H34N4OReSb as an isolated structure at a distorted geometry.

Element x y z (Å)
Re (-0.490, -0.010, -0.490)
C (-3.970, 0.299, -0.822)
C (-3.259, 0.174, -2.125)
C (-3.943, 0.167, -3.333)
C (-3.241, 0.042, -4.521)
C (-1.862, -0.059, -4.474)
C (-1.229, -0.050, -3.240)
N (-1.923, 0.059, -2.109)
Sb (1.017, -0.224, -3.049)
C (0.423, -2.139, -1.874)
C (1.017, -3.327, -2.272)
C (0.882, -4.449, -1.471)
C (0.127, -4.354, -0.311)
C (-0.438, -3.139, 0.051)
C (-1.230, -2.992, 1.306)
N (-0.264, -2.054, -0.725)
C (0.743, 1.844, -2.028)
C (1.501, 2.897, -2.515)
C (1.525, 4.090, -1.811)
C (0.769, 4.199, -0.655)
C (0.036, 3.112, -0.201)
C (-0.777, 3.194, 1.046)
N (0.049, 1.952, -0.885)
H (-5.043, 0.353, -0.979)
H (-3.740, -0.557, -0.189)
H (-3.638, 1.196, -0.300)
H (-5.016, 0.263, -3.337)
H (-3.764, 0.023, -5.466)
H (-1.277, -0.147, -5.376)
H (1.598, -3.356, -3.184)
H (1.366, -5.378, -1.733)
H (-0.008, -5.212, 0.327)
H (-1.461, -3.964, 1.733)
H (-0.665, -2.410, 2.034)
H (-2.154, -2.451, 1.106)
H (2.081, 2.765, -3.420)
H (2.126, 4.919, -2.150)
H (0.760, 5.117, -0.088)
H (-0.875, 4.224, 1.378)
H (-1.764, 2.768, 0.873)
H (-0.306, 2.613, 1.839)
C (-2.938, 0.319, 2.703)
C (-1.624, 0.286, 3.414)
C (-1.525, 0.359, 4.786)
C (-0.297, 0.328, 5.434)
C (0.874, 0.241, 4.690)
C (0.839, 0.165, 3.318)
C (2.069, 0.076, 2.476)
C (-0.425, 0.172, 2.643)
N (-0.427, 0.073, 1.338)
H (-3.755, 0.387, 3.415)
H (-3.059, -0.576, 2.095)
H (-2.979, 1.171, 2.026)
H (-2.426, 0.449, 5.371)
H (-0.258, 0.369, 6.509)
H (1.831, 0.233, 5.186)
H (2.966, 0.046, 3.089)
H (2.121, 0.935, 1.804)
H (2.028, -0.816, 1.850)
C (4.228, 0.871, -0.674)
C (3.557, -0.373, -1.252)
C (4.006, -1.651, -0.544)
O (2.163, -0.250, -1.197)
H (5.301, 0.820, -0.828)
H (4.025, 0.951, 0.390)
H (3.841, 1.760, -1.171)
H (3.853, -0.452, -2.316)
H (3.726, -1.613, 0.505)
H (5.083, -1.764, -0.621)
H (3.524, -2.513, -1.004)

## Properties
E_HOMO (spin up / spin down) (eV): -10.56 / -10.01
2S+1: 2
Energy above the lowest of the compared OMol25 structures with the same formula, charge and spin (kcal/mol): 36.6
Net charge: +1
LUMO (spin up / spin down) (eV): -3.72 / -3.28
⟨S²⟩: 0.884